No. 1
Computed, not measured: C41H33BrGeMnN4O3S as an isolated structure in a non-equilibrium geometry, with ωB97M-V/def2-TZVPD.

Output
Multiplicity   6
Expectation value of S²   8.873
HOMO-LUMO gap (alpha / beta)   6.2545 / 6.1306 eV
E_HOMO (alpha / beta)   -7.0 / -6.9 eV
E   -223871.4589 eV

```
85
C41H33BrGeMnN4O3S (ωB97M-V/def2-TZVPD)
Mn -0.0004 1.6205 -1.1339
Br 1.4668 -0.0202 9.2078
C 0.0292 0.5429 8.1136
C -0.0509 0.0898 6.8037
C -1.0873 0.5158 5.9946
C -2.0471 1.4159 6.4794
C -1.9732 1.8109 7.8167
C -0.9362 1.3898 8.6311
N -3.1450 1.9192 5.7602
N -3.2765 1.8347 4.4958
C -2.2953 2.0972 3.5658
C -1.0629 2.7090 3.8046
C -0.0718 2.7911 2.8369
C -0.2847 2.3008 1.5453
O 0.6330 2.2245 0.6437
C -1.6326 1.8638 1.2244
N -1.8669 1.5473 -0.0786
C -3.0510 1.0949 -0.4232
C -4.0953 0.9397 0.5001
C -3.8825 1.2705 1.8109
C -2.6172 1.7473 2.2122
H 0.6977 -0.5900 6.4201
H -1.1556 0.1503 4.9802
H -2.7409 2.4732 8.1950
H -0.8776 1.7142 9.6607
H -0.8746 3.1092 4.7910
H 0.8978 3.2112 3.0707
H -3.1918 0.8607 -1.4727
H -5.0541 0.5696 0.1646
H -4.6674 1.1787 2.5493
O 1.7102 1.4689 -2.5664
C 0.8398 1.0368 -3.3749
O -0.3831 0.9758 -3.0375
C 1.2602 0.4125 -4.6717
C 1.7523 -1.0093 -4.3440
Ge 0.6264 -2.0592 -3.1234
C 1.5584 -3.7742 -2.9157
C 1.2665 -4.5953 -1.8239
C 1.8970 -5.8207 -1.6591
C 2.8418 -6.2453 -2.5839
C 3.1520 -5.4397 -3.6689
C 2.5122 -4.2165 -3.8320
C 0.5562 -1.4053 -1.2814
C -0.5954 -1.6201 -0.5218
C -0.5855 -1.4406 0.8578
C 0.5788 -1.0378 1.4945
C 1.7338 -0.8214 0.7535
C 1.7243 -1.0139 -0.6205
C -1.1749 -2.4461 -3.7590
C -2.0235 -1.4531 -4.2569
C -3.3067 -1.7679 -4.6850
C -3.7664 -3.0757 -4.6131
C -2.9380 -4.0695 -4.1133
C -1.6498 -3.7575 -3.6960
H 2.0515 1.0069 -5.1280
H 0.4032 0.3682 -5.3423
H 2.7412 -0.9526 -3.8841
H 1.8434 -1.5936 -5.2602
H 0.5414 -4.2708 -1.0842
H 1.6538 -6.4436 -0.8073
H 3.3384 -7.1988 -2.4551
H 3.8923 -5.7626 -4.3903
H 2.7679 -3.6037 -4.6888
H -1.5043 -1.9532 -1.0125
H -1.4856 -1.6219 1.4336
H 0.5875 -0.8881 2.5670
H 2.6452 -0.5142 1.2503
H 2.6434 -0.8852 -1.1813
H -1.6838 -0.4270 -4.3009
H -3.9528 -0.9870 -5.0677
H -4.7645 -3.3224 -4.9528
H -3.2936 -5.0901 -4.0441
H -1.0065 -4.5488 -3.3296
S 0.0571 4.3691 -1.6909
C 1.5499 4.6456 -0.9563
N 2.5531 3.7385 -1.0940
C 3.7683 3.8400 -0.5110
C 4.0787 4.9184 0.2522
C 3.0938 5.9187 0.4061
C 1.8700 5.7921 -0.1829
H 2.3270 2.9041 -1.6418
H 4.4507 3.0231 -0.6953
H 5.0460 4.9995 0.7232
H 3.3146 6.7928 1.0058
H 1.0998 6.5396 -0.0643
```



No. 2
Computed, not measured: C41H33F3MoN3O5 as an isolated structure, with ωB97M-V/def2-TZVPD.

Output
HOMO-LUMO gap   5.4232 eV
Charge   +3
E_HOMO   -16.2 eV
E   -67742.3669 eV

```
86
C41H33F3MoN3O5 (ωB97M-V/def2-TZVPD)
Mo -0.5032 -0.0871 0.4949
O 0.7426 -0.2467 -0.5714
C 2.2186 -2.3977 0.6708
C 2.6212 -1.4282 1.7485
C 1.7390 -0.6418 2.7182
C 2.2868 -0.4881 3.9834
C 1.6112 0.2103 4.9710
C 0.3795 0.7641 4.6650
C -0.1206 0.6297 3.3884
C -1.4244 1.2831 3.0099
C -1.1840 2.3988 1.9746
O -0.6017 1.6653 0.8316
C -0.1642 3.3971 2.4760
C 1.1525 3.4074 2.0348
C 2.0549 4.3157 2.5762
C 1.6469 5.2010 3.5611
C 0.3280 5.1910 3.9995
C -0.5785 4.2954 3.4560
C -2.4479 3.0204 1.4131
C -2.3009 3.9802 0.4098
C -3.4187 4.5604 -0.1639
C -4.6903 4.1965 0.2691
C -4.8382 3.2542 1.2747
C -3.7183 2.6580 1.8444
N 0.5458 -0.0673 2.4271
C 3.2095 -2.5602 -0.3614
C 3.6120 -3.8703 -0.7013
C 4.6382 -4.0620 -1.6075
C 5.2342 -2.9640 -2.2143
C 4.8326 -1.6650 -1.8935
C 3.8527 -1.4570 -0.9492
C 1.0688 -3.2267 0.7689
C 0.5447 -3.6112 -0.4722
C -0.7527 -3.9906 -1.0275
C -1.9417 -4.0790 -0.3925
C -1.8270 -4.1122 1.0733
C 0.3277 -3.3190 2.1028
H 3.1975 -2.1146 2.3885
H 3.3813 -0.7540 1.3465
H 3.2490 -0.9333 4.1973
H 2.0354 0.3109 5.9612
H -0.1855 1.3184 5.4009
H -2.1476 0.5472 2.6302
H -1.8725 1.7188 3.9008
H 1.4802 2.7381 1.2486
H 3.0747 4.3399 2.2157
H 2.3491 5.9107 3.9767
H 0.0011 5.8943 4.7533
H -1.6142 4.3170 3.7776
H -1.3093 4.2931 0.1026
H -3.3018 5.3147 -0.9306
H -5.5634 4.6665 -0.1639
H -5.8248 2.9931 1.6341
H -3.8627 1.9389 2.6410
H 3.1526 -4.7199 -0.2122
H 4.9724 -5.0641 -1.8385
H 6.0268 -3.1141 -2.9354
H 5.3000 -0.8204 -2.3809
H 3.5508 -0.4472 -0.6964
H 1.2507 -3.4353 -1.2716
H -0.7374 -4.1335 -2.1010
H -2.8575 -4.2644 -0.9416
H -1.6250 -5.1189 1.4288
H 0.7092 -2.6119 2.8353
N -6.8044 0.2046 -3.0059
C -5.5762 0.6411 -3.3402
O -5.2759 1.1668 -4.3850
C -4.4569 0.4165 -2.3297
C -4.4428 -0.5805 -1.3592
C -3.3253 -0.7376 -0.5729
N -2.2463 0.0661 -0.6990
C -2.2657 1.0555 -1.6290
C -3.3393 1.2357 -2.4633
H -7.5510 0.3619 -3.6671
H -7.0559 -0.0844 -2.0779
H -5.2765 -1.2557 -1.2215
H -3.2685 -1.5011 0.1879
H -1.3985 1.6975 -1.6862
H -3.3273 1.9973 -3.2312
F 0.4755 -5.6963 1.8714
C 0.5942 -4.6872 2.7430
F -0.2221 -4.9038 3.7637
F 1.8600 -4.6836 3.1811
C -1.0831 -3.0171 1.6702
O -2.3582 -3.2884 2.1330
O -1.0560 -1.7708 1.0033
```



No. 3
Computed, not measured: C41H33N4OP2PdSe2 as an isolated structure in a non-equilibrium geometry, with ωB97M-V/def2-TZVPD.

Output
HOMO-LUMO gap   6.2534 eV
Charge   -1
E_HOMO   -3.9 eV
E   -203812.0122 eV

```
84
C41H33N4OP2PdSe2 (ωB97M-V/def2-TZVPD)
Pd 0.9732 0.5267 -2.2168
Se -5.2364 2.3591 0.9941
P -3.5106 1.2045 1.3281
C -2.7352 1.7587 2.8809
C -2.4465 3.1187 2.9722
C -1.9675 3.6540 4.1547
C -1.7918 2.8376 5.2626
C -2.1138 1.4913 5.1879
C -2.5936 0.9495 4.0047
C -3.8062 -0.5676 1.5801
C -5.0914 -1.0827 1.5183
C -5.3026 -2.4396 1.7105
C -4.2294 -3.2812 1.9625
C -2.9414 -2.7649 2.0245
C -2.7262 -1.4118 1.8297
C -2.3530 1.2161 -0.0518
C -1.1084 1.6159 -0.5654
N -1.0641 1.0977 -1.8268
N -2.1781 0.4404 -2.0731
N -2.9627 0.5044 -1.0323
P 0.4825 2.2968 -0.0486
Se 1.8206 3.0593 -1.5158
C 1.2207 1.0808 1.0792
C 0.6172 0.8490 2.3159
C 1.1208 -0.1351 3.1505
C 2.2318 -0.8700 2.7647
C 2.8428 -0.6257 1.5416
C 2.3332 0.3394 0.6894
C 0.0769 3.7447 0.9710
C -0.9018 4.6006 0.4719
C -1.1171 5.8313 1.0694
C -0.3380 6.2162 2.1522
C 0.6560 5.3754 2.6331
C 0.8716 4.1423 2.0393
H -2.6246 3.7513 2.1159
H -1.7454 4.7103 4.2141
H -1.4169 3.2529 6.1895
H -2.0040 0.8598 6.0606
H -2.8600 -0.0976 3.9590
H -5.9165 -0.4107 1.3187
H -6.3066 -2.8404 1.6608
H -4.3942 -4.3411 2.1086
H -2.1055 -3.4248 2.2222
H -1.7257 -0.9941 1.8740
H -0.2304 1.4526 2.6173
H 0.6443 -0.3205 4.1059
H 2.6293 -1.6370 3.4173
H 3.7116 -1.1973 1.2465
H 2.8145 0.5390 -0.2652
H -1.4878 4.2928 -0.3866
H -1.8851 6.4903 0.6856
H -0.5024 7.1814 2.6152
H 1.2735 5.6885 3.4659
H 1.6574 3.4865 2.3934
N 2.6412 -0.4381 -2.8738
C 2.6326 -1.7193 -2.9228
C 3.1993 -2.4071 -4.1126
C 3.7913 -1.6518 -5.1307
C 4.3118 -2.2641 -6.2553
C 4.2531 -3.6458 -6.3989
C 3.6338 -4.4022 -5.4163
C 3.1019 -3.7923 -4.2911
C 2.1332 -2.6122 -1.8049
C 3.0089 -3.5079 -1.1870
C 2.6028 -4.2764 -0.1078
C 1.3130 -4.1596 0.3886
C 0.4294 -3.2861 -0.2227
C 0.8288 -2.5250 -1.3111
H 3.8235 -0.5769 -5.0093
H 4.7699 -1.6615 -7.0304
H 4.6798 -4.1259 -7.2707
H 3.5578 -5.4776 -5.5269
H 2.5913 -4.3875 -3.5472
H 4.0236 -3.5908 -1.5591
H 3.3002 -4.9655 0.3544
H 0.9992 -4.7555 1.2374
H -0.5884 -3.2040 0.1309
H 0.0809 -1.9447 -1.8506
C -0.0770 -0.1227 -4.8945
C 0.6119 0.9833 -4.1329
O 0.8434 2.0632 -4.5573
H 0.4320 -0.2488 -5.8527
H -1.1068 0.1938 -5.0689
H -0.0792 -1.0644 -4.3534
```